[1]
{"formula": "C2H5N3O", "method": "wB97M-V/def2-TZVPD", "symbols": ["C", "N", "N", "C", "N", "O", "H", "H", "H", "H", "H"], "positions_angstrom": [[-2.08442, -0.26350, -0.56424], [-1.79917, -0.49126, 0.64103], [-0.43695, -0.46197, 1.08533], [0.56215, 0.21371, 0.46505], [1.00403, 0.14271, -0.69727], [2.38254, 0.66983, -0.71749], [-3.14526, -0.38044, -0.88950], [-1.36887, -0.04741, -1.34922], [-0.41500, -0.44977, 2.09982], [1.10427, 0.98347, 0.93482], [2.52274, 0.50787, -1.66450]], "e_lumo_ev": 0.99, "gap_ev": 10.2, "smiles": "C=NN/C=N/O", "e_above_lowest_kcal_mol": 111.3}



[2]
{"formula": "C12H12NO", "method": "wB97M-V/def2-TZVPD", "symbols": ["C", "C", "C", "C", "C", "C", "C", "C", "C", "C", "C", "C", "N", "O", "H", "H", "H", "H", "H", "H", "H", "H", "H", "H", "H", "H"], "positions_angstrom": [[-4.20503, -0.03566, -0.24249], [-3.27398, -1.11023, -0.06839], [-3.81001, 1.31150, -0.30361], [-1.93069, -0.82974, 0.09738], [-2.51549, 1.57891, -0.07230], [-1.67903, 0.53746, 0.27720], [3.18868, 0.32683, -1.34945], [2.09922, 0.24057, -2.06492], [1.95393, 0.47009, 0.87203], [0.72132, 0.46677, 0.05967], [3.28376, 0.39746, 0.17462], [0.75868, 0.28680, -1.36480], [1.78940, 0.37650, 2.12958], [-0.29938, 0.73827, 0.75230], [-5.25222, -0.14750, -0.47354], [-3.66581, -2.11463, -0.06740], [-4.49115, 2.07419, -0.42552], [-1.11527, -1.55942, 0.27639], [-2.23982, 2.63614, 0.06186], [4.22655, 0.17630, -1.79874], [2.08624, 0.13718, -3.16458], [3.87802, -0.43345, 0.58952], [3.87101, 1.25968, 0.41640], [0.16484, 1.14605, -1.80685], [0.41425, -0.61491, -1.85107], [2.56092, 0.28629, 2.76968]], "e_lumo_ev": -5.65, "gap_ev": 7.5, "total_charge": 1, "e_above_lowest_kcal_mol": 91.5}



[3]
{"formula": "C23H68O13S", "method": "wB97M-V/def2-TZVPD", "symbols": ["C", "C", "O", "S", "C", "O", "O", "H", "H", "H", "H", "H", "H", "H", "H", "C", "C", "O", "H", "H", "H", "H", "H", "H", "C", "C", "O", "H", "H", "H", "H", "H", "H", "C", "C", "O", "H", "H", "H", "H", "H", "H", "C", "C", "O", "H", "H", "H", "H", "H", "H", "C", "C", "O", "H", "H", "H", "H", "H", "H", "C", "C", "O", "H", "H", "H", "H", "H", "H", "C", "C", "O", "H", "H", "H", "H", "H", "H", "C", "C", "O", "H", "H", "H", "H", "H", "H", "C", "C", "O", "H", "H", "H", "H", "H", "H", "C", "C", "O", "H", "H", "H", "H", "H", "H"], "positions_angstrom": [[-0.22466, 5.15295, 5.59749], [0.96444, 4.46033, 4.86500], [0.44846, 3.61301, 3.85586], [1.16603, 2.19207, 3.60853], [2.65639, 2.56985, 2.97056], [1.45963, 1.63766, 4.86999], [0.37582, 1.51980, 2.64210], [-0.66434, 5.89839, 4.92797], [0.10523, 5.66807, 6.51376], [-0.98324, 4.39060, 5.84418], [1.59876, 5.19791, 4.38768], [1.58248, 3.87369, 5.53899], [3.14916, 1.59187, 2.88167], [3.24857, 3.19988, 3.63117], [2.56271, 2.97587, 1.98663], [0.51359, -4.42968, -0.40136], [2.03606, -4.45089, -0.35970], [2.42579, -5.83764, -0.55455], [0.14955, -3.42004, -0.35783], [0.06115, -5.03974, 0.38487], [0.30312, -4.85916, -1.37955], [2.51825, -4.07248, 0.54962], [2.42474, -3.84789, -1.19489], [3.30885, -5.92416, -0.87868], [5.02606, -1.88949, 0.12321], [4.53929, -0.41261, 0.02585], [3.98613, -0.12903, -1.22801], [4.20001, -2.60529, 0.19766], [5.73358, -2.09671, 0.93439], [5.57455, -2.07324, -0.80889], [5.34267, 0.27511, 0.32806], [3.71992, -0.22809, 0.74286], [4.67170, -0.15196, -1.90399], [1.35529, -0.64170, -5.41137], [0.26210, -1.67246, -5.58192], [-0.78883, -1.38328, -4.71054], [2.27188, -0.83162, -5.98643], [1.63709, -0.55987, -4.37054], [0.97028, 0.32055, -5.78655], [0.71100, -2.65980, -5.43759], [-0.13749, -1.71548, -6.60979], [-1.41409, -2.11786, -4.58563], [-3.81536, 2.39252, 0.57808], [-2.33977, 1.89130, 0.48045], [-2.30077, 0.66910, -0.21543], [-4.52911, 1.63443, 0.89302], [-4.12961, 2.74494, -0.39676], [-3.82211, 3.26683, 1.21865], [-1.94255, 1.86646, 1.52301], [-1.65024, 2.62279, -0.00545], [-1.49330, 0.13563, -0.01620], [2.33794, -1.61337, 3.10307], [1.86586, -1.56898, 4.60483], [1.89311, -2.85028, 5.17250], [3.34816, -2.02167, 2.95695], [2.31247, -0.61552, 2.66024], [1.63366, -2.26466, 2.58075], [0.79336, -1.37557, 4.61205], [2.37552, -0.80487, 5.19366], [2.79511, -3.11696, 5.08399], [1.12470, 3.04067, -3.17017], [0.81848, 4.28282, -4.08605], [1.93021, 4.59099, -4.86552], [2.02278, 3.19258, -2.55894], [1.28718, 2.17462, -3.80475], [0.29409, 2.85668, -2.46967], [0.52884, 5.20437, -3.57601], [-0.03636, 3.99241, -4.70819], [2.18169, 3.98569, -5.55664], [-3.87930, -2.62649, -1.56940], [-4.16622, -2.42243, -0.09086], [-4.45303, -1.07107, 0.18947], [-3.11562, -1.93716, -1.97881], [-4.80789, -2.39600, -2.10766], [-3.60337, -3.65360, -1.81553], [-3.32153, -2.77103, 0.50891], [-5.06218, -2.99959, 0.17960], [-3.62721, -0.56774, 0.16752], [0.55350, -0.71295, -1.63043], [0.93831, -0.54751, -0.16354], [-0.12001, -0.71967, 0.71858], [-0.15527, 0.06065, -1.92605], [0.07717, -1.67162, -1.74731], [1.42270, -0.64031, -2.28931], [1.36865, 0.43939, -0.00971], [1.70468, -1.31772, 0.04049], [0.11496, -0.43364, 1.61601], [-2.28260, -0.71793, 3.38074], [-3.30909, -1.74964, 3.78889], [-3.06306, -2.20981, 5.13118], [-2.34764, 0.16498, 4.02144], [-2.50328, -0.41004, 2.35994], [-1.25149, -1.08709, 3.36304], [-3.28657, -2.56402, 3.06381], [-4.29721, -1.27141, 3.77195], [-2.14327, -2.38972, 4.98061], [-3.33224, 1.65561, -5.08633], [-2.91462, 0.97934, -3.72986], [-2.63013, 1.97880, -2.83566], [-3.70878, 0.89793, -5.79159], [-2.51135, 2.22426, -5.49025], [-4.16109, 2.35174, -4.88552], [-2.06002, 0.30883, -3.88414], [-3.78442, 0.39666, -3.40307], [-2.61314, 1.62957, -1.93891]], "e_lumo_ev": 0.07, "gap_ev": 9.4, "smiles": "CCOS(C)(=O)=O.CCO.CCO.CCO.CCO.CCO.CCO.CCO.CCO.CCO.CCO"}



[4]
{"formula": "C12H46N12O14", "method": "wB97M-V/def2-TZVPD", "symbols": ["N", "C", "N", "O", "H", "H", "H", "H", "N", "C", "N", "O", "H", "H", "H", "H", "N", "C", "N", "O", "H", "H", "H", "H", "N", "C", "N", "O", "H", "H", "H", "H", "N", "C", "N", "O", "H", "H", "H", "H", "N", "C", "N", "O", "H", "H", "H", "H", "O", "C", "C", "O", "H", "H", "H", "H", "H", "H", "O", "C", "C", "O", "H", "H", "H", "H", "H", "H", "O", "C", "C", "O", "H", "H", "H", "H", "H", "H", "O", "H", "H", "O", "H", "H"], "positions_angstrom": [[2.96997, -0.21376, -3.03163], [3.64626, -0.57758, -4.17995], [3.19647, -1.74727, -4.73361], [4.52044, 0.09353, -4.71485], [3.18667, 0.64648, -2.56923], [2.43865, -0.91737, -2.55313], [2.72298, -2.43661, -4.14025], [3.68869, -2.06519, -5.54608], [-3.43947, 4.33085, 2.17026], [-2.77604, 3.23786, 1.74307], [-1.56307, 3.01264, 2.34777], [-3.09891, 2.65007, 0.69035], [-2.85813, 5.01653, 2.61566], [-4.35765, 4.50462, 1.80164], [-1.16448, 2.11844, 2.08256], [-1.49183, 3.43572, 3.25574], [-1.23943, -3.41610, 0.56537], [-1.11355, -4.00074, -0.64632], [-1.89883, -5.10010, -0.83753], [-0.36786, -3.51480, -1.50757], [-2.05856, -3.57348, 1.12302], [-0.59891, -2.68758, 0.82916], [-1.78898, -5.72098, -1.61599], [-2.49158, -5.37388, -0.07784], [-0.70992, 1.36748, -0.27782], [-0.89100, 0.12818, -0.79250], [0.23698, -0.64838, -0.79320], [-1.97950, -0.27439, -1.21264], [0.12007, 1.60005, 0.23237], [-1.59203, 1.86610, -0.08768], [0.16208, -1.55690, -1.22510], [1.09443, -0.37556, -0.33470], [-4.86588, 1.17005, -0.77883], [-6.20443, 1.10458, -0.65283], [-6.73769, -0.13097, -0.73008], [-6.93487, 2.07521, -0.36010], [-4.33249, 1.96442, -0.42828], [-4.27752, 0.39438, -1.02236], [-6.13810, -0.94350, -0.66306], [-7.71591, -0.29707, -0.84903], [-0.89979, -0.09636, 4.04811], [0.30310, 0.36833, 3.62316], [1.36777, 0.03481, 4.41884], [0.43485, 0.99297, 2.56501], [-1.75862, 0.02578, 3.54062], [-1.04094, -0.59709, 4.90653], [1.14033, -0.49750, 5.23441], [2.17858, 0.60657, 4.23127], [2.55244, 0.04613, 0.84324], [3.95452, 0.25941, 0.99557], [4.58788, -0.01620, 2.34368], [4.00402, 0.76483, 3.35826], [2.08669, 0.19379, 1.68269], [4.44641, -0.29500, 0.19130], [4.05331, 1.31431, 0.69787], [5.65993, 0.18970, 2.27008], [4.50618, -1.08733, 2.53792], [4.25741, 1.69000, 3.33132], [3.54715, -5.83241, -2.26703], [3.19142, -4.93375, -1.20999], [3.13822, -3.46620, -1.64637], [2.18618, -3.36397, -2.70197], [2.87464, -5.71251, -2.94718], [2.26111, -5.36686, -0.82266], [3.90185, -5.07735, -0.39111], [4.07956, -3.00497, -1.92522], [2.74673, -2.99926, -0.72996], [1.33130, -3.68493, -2.36533], [-0.24523, 4.68211, -0.70923], [0.27085, 4.88097, 0.57676], [1.41616, 5.88647, 0.61268], [1.74831, 6.23156, 1.95917], [-0.44616, 5.51834, -1.14015], [-0.55802, 5.10972, 1.25067], [0.74845, 3.96911, 0.94995], [1.03882, 6.78133, 0.09979], [2.32177, 5.53296, 0.11951], [1.72499, 7.18477, 2.05016], [-4.66951, -2.27778, -0.80380], [-4.00807, -1.83912, -0.25036], [-4.19414, -3.01103, -1.21067], [-3.17386, -1.23729, -3.82122], [-3.44482, -2.13842, -3.63436], [-2.91890, -0.87362, -2.95677]], "e_lumo_ev": -0.34, "gap_ev": 8.0, "smiles": "NC(N)=O.NC(N)=O.NC(N)=O.NC(N)=O.NC(N)=O.NC(N)=O.OCCO.OCCO.OCCO.O.O", "e_above_lowest_kcal_mol": 0.0}



[5]
{"formula": "C30H34MnNO9", "method": "wB97M-V/def2-TZVPD", "symbols": ["C", "C", "C", "C", "H", "H", "C", "H", "H", "C", "H", "H", "C", "C", "C", "O", "O", "O", "O", "C", "H", "H", "H", "C", "H", "H", "H", "O", "H", "H", "C", "C", "H", "H", "H", "H", "H", "H", "Mn", "C", "C", "C", "H", "C", "C", "H", "H", "H", "H", "C", "C", "C", "H", "C", "C", "H", "H", "H", "H", "O", "C", "O", "C", "C", "C", "C", "C", "C", "N", "O", "O", "H", "H", "H", "H"], "positions_angstrom": [[-1.32821, -4.46169, -2.48244], [-0.26200, -3.50847, -1.92687], [-2.58305, -4.25701, -1.61850], [-2.01471, -3.86222, -0.24874], [-3.16476, -5.18456, -1.58244], [-3.19379, -3.45509, -2.05051], [-0.48142, -3.59543, -0.42182], [-0.48354, -2.49037, -2.28607], [0.74991, -3.80301, -2.24109], [-0.16583, -2.35785, 0.41079], [0.08761, -4.46458, -0.05530], [-2.13579, -4.70002, 0.45874], [-2.51379, -2.55256, 0.45196], [-1.49294, -4.30452, -3.97702], [-0.88972, -5.92896, -2.48474], [-1.62283, -6.89318, -2.38875], [-1.03941, -3.38718, -4.64021], [-2.11050, -5.37953, -4.50117], [0.44958, -6.00493, -2.66939], [0.97291, -6.78850, -3.76298], [1.76575, -6.18246, -4.20800], [0.21288, -7.00942, -4.52395], [1.38582, -7.71469, -3.35613], [-2.40531, -5.25408, -5.88930], [-3.01453, -4.35822, -6.08035], [-2.95782, -6.16109, -6.12807], [-1.48057, -5.20686, -6.48039], [-1.35792, -1.93123, 1.08461], [0.20145, -1.51008, -0.19296], [0.58567, -2.58633, 1.18131], [-3.52758, -2.89729, 1.53668], [-3.12593, -1.52616, -0.51375], [-4.09006, -1.87556, -0.90790], [-2.45171, -1.30448, -1.35325], [-3.30797, -0.58752, 0.02984], [-3.83477, -1.99601, 2.07573], [-3.08985, -3.60145, 2.25264], [-4.41722, -3.35837, 1.08916], [1.07368, 2.40434, 0.78265], [2.13815, 2.19758, 2.77304], [1.60147, 0.88286, 2.62835], [2.03149, 0.35788, 1.37747], [1.03320, 0.33981, 3.38462], [2.89895, 1.32482, 0.76172], [2.99511, 2.46533, 1.64478], [3.70192, 3.29038, 1.55260], [2.10542, 2.80006, 3.68046], [1.86065, -0.65163, 1.00300], [3.52312, 1.14043, -0.11030], [-0.28928, 3.63210, -0.52378], [1.00389, 4.25161, -0.41632], [1.98001, 3.32812, -0.92131], [1.20731, 5.28863, -0.15263], [1.29049, 2.10625, -1.28929], [-0.11831, 2.31709, -1.07206], [-0.91163, 1.61908, -1.33256], [-1.25149, 4.09664, -0.31738], [3.02644, 3.56230, -1.10305], [1.72537, 1.21069, -1.72333], [-1.49968, 4.67936, 3.10090], [-0.32771, 4.50569, 2.77474], [0.10369, 3.46464, 2.11652], [0.69058, 5.54667, 3.18284], [1.95146, 5.68628, 2.56539], [2.87259, 6.62399, 2.99805], [2.51488, 7.51026, 4.03298], [1.24234, 7.42801, 4.64389], [0.35134, 6.44191, 4.22116], [3.45810, 8.49868, 4.46303], [4.58955, 8.52276, 3.92053], [3.12164, 9.30116, 5.36517], [2.22599, 5.06430, 1.72122], [3.85795, 6.70071, 2.54475], [0.98460, 8.13336, 5.43537], [-0.63137, 6.36881, 4.68741]], "spin_multiplicity": 5, "e_lumo_ev": [2.82, 2.82], "gap_ev": [2.0, 4.3], "total_charge": -2, "e_above_lowest_kcal_mol": 0.0}



The records above yield molecular weight values of 87.08 186.23 584.85 582.57 607.54 g/mol, respectively.